This record from the Open Molecules 2025 dataset describes 2 unconnected molecules or ions with the total composition C2H8NO. The level of theory is ωB97M-V/def2-TZVPD.

As for the highest occupied orbital energy: -14.65 eV. The spin multiplicity is 1. Its total charge is +1. The molecular weight is 62.1 g/mol.

Cartesian coordinates (Å):
C -1.456 0.163 0.102
C 1.707 0.637 0.104
N -0.332 -0.741 0.015
O 2.605 -0.368 0.084
H -1.003 1.000 0.674
H -1.775 0.615 -0.808
H -2.127 -0.256 0.854
H 1.451 1.215 -0.701
H 1.287 1.157 1.005
H -0.111 -1.493 -0.632
H -0.254 -1.159 0.913
H 2.968 -0.724 -0.751

Atomic partial charges in e from the Mulliken method, atoms 1 to 4: -0.658, 0.015, -0.487, -0.355

This record from the Open Molecules 2025 dataset describes 3 unconnected molecules or ions with the total composition C4H11NO2. The level of theory is ωB97M-V/def2-TZVPD.

As for the highest occupied orbital energy: -9.13 eV. The spin multiplicity is 1. The molecular weight is 105.1 g/mol. The SMILES is C=N/C=C/C.O.O.

Cartesian coordinates (Å):
C -1.415 2.223 0.239
N -1.092 1.078 -0.281
C -0.056 0.329 0.188
C 0.135 -0.944 -0.215
C 1.276 -1.851 0.094
H -0.731 2.781 0.933
H -2.183 2.787 -0.228
H 0.470 0.863 0.935
H -0.496 -1.432 -0.950
H 1.807 -2.220 -0.759
H 0.957 -2.730 0.643
H 2.227 -1.611 0.704
O 2.682 1.070 -0.519
H 1.910 0.696 -1.001
H 2.391 1.847 -0.140
O -2.390 -1.244 -0.021
H -2.130 -0.283 0.043
H -3.363 -1.359 0.335

Atomic partial charges in e from the Mulliken method, atoms 1 to 4: -0.337, -0.518, -0.270, -0.003

This record from the Open Molecules 2025 dataset describes a molecular structure, C23H25Br2N2O5PPt. The level of theory is ωB97M-V/def2-TZVPD.

As for the highest occupied orbital energy (alpha / beta): -14.70 / -14.70 eV. The spin multiplicity is 1. Its total charge is +2. The molecular weight is 795.3 g/mol.

Cartesian coordinates (Å):
Pt 0.732 0.430 -0.156
C 0.037 0.247 3.396
C -1.103 -0.297 2.616
C -2.266 -0.735 3.266
C -3.323 -1.240 2.543
C -3.211 -1.322 1.149
C -4.226 -1.832 0.267
Br -5.799 -2.420 0.921
C -4.053 -1.899 -1.152
C -2.907 -1.473 -1.734
Br -2.644 -1.560 -3.534
C -1.804 -0.909 -0.888
O -0.781 -0.484 -1.395
C -2.023 -0.858 0.585
N -1.019 -0.350 1.270
H 0.319 -0.454 4.184
H -0.262 1.175 3.882
H 0.902 0.442 2.763
H -2.322 -0.671 4.344
H -4.221 -1.575 3.045
H -4.852 -2.299 -1.760
C 1.386 -3.043 -0.725
C 2.633 -2.165 -0.621
P 2.418 -0.476 -1.251
C 3.985 0.404 -1.067
C 5.227 -0.497 -1.055
C 1.997 -0.576 -3.007
C 3.068 -1.261 -3.864
H 1.550 -3.986 -0.206
H 1.144 -3.275 -1.763
H 0.520 -2.560 -0.266
H 3.460 -2.615 -1.175
H 2.953 -2.068 0.418
H 3.921 0.986 -0.151
H 4.025 1.126 -1.887
H 5.263 -1.117 -0.160
H 6.115 0.132 -1.054
H 5.288 -1.146 -1.927
H 1.836 0.453 -3.338
H 1.039 -1.094 -3.087
H 3.985 -0.675 -3.899
H 2.705 -1.361 -4.886
H 3.307 -2.262 -3.505
O 2.054 3.978 0.963
C 1.434 2.987 0.746
O 1.996 1.818 0.413
C -0.073 2.976 0.851
C -0.827 2.625 -0.278
C -2.205 2.483 -0.186
C -2.800 2.728 1.028
C -2.092 3.167 2.139
C -0.715 3.304 2.043
N -4.255 2.516 1.134
O -4.750 1.718 0.348
O -4.851 3.101 1.998
H -0.346 2.537 -1.249
H -2.814 2.203 -1.036
H -2.620 3.393 3.057
H -0.134 3.631 2.895

Atomic partial charges in e from the Mulliken method, atoms 1 to 4: 1.702, -1.608, 0.379, -0.906

This record from the Open Molecules 2025 dataset describes a gas-phase ion, C5H9N2 (charge +1). The level of theory is ωB97M-V/def2-TZVPD.

As for the highest occupied orbital energy: -14.18 eV. The spin multiplicity is 1. Its total charge is +1. The molecular weight is 97.1 g/mol. The SMILES is CCc1c[nH]c[nH+]1.

Cartesian coordinates (Å):
C 1.630 1.661 -1.421
C 1.534 0.282 -0.745
C 0.223 -0.114 -0.140
C -0.230 -1.398 -0.094
N -1.267 -1.370 0.856
C -1.477 -0.142 1.278
N -0.687 0.644 0.548
H 2.632 2.028 -1.272
H 0.843 2.346 -1.112
H 1.492 1.623 -2.500
H 2.280 0.201 0.045
H 1.749 -0.476 -1.494
H -0.193 -2.345 -0.601
H -1.619 -2.225 1.262
H -2.283 0.206 1.885
H -0.764 1.649 0.492

Atomic partial charges in e from the Mulliken method, atoms 1 to 4: -1.042, -0.345, 0.063, -0.269

This record from the Open Molecules 2025 dataset describes a gas-phase ion, C24H30N3O3 (charge +1). The level of theory is ωB97M-V/def2-TZVPD.

As for the highest occupied orbital energy: -10.30 eV. The spin multiplicity is 1. Its total charge is +1. The molecular weight is 408.5 g/mol. The SMILES is COc1ccc2c(c1)c(C([NH2+]C[C@@H](C)O)c1cn(C)c3ccc(OC)cc13)cn2C.

Cartesian coordinates (Å):
C -6.344 2.335 -0.514
O -4.960 2.089 -0.203
C -4.333 1.005 -0.722
C -4.990 0.079 -1.580
C -4.306 -1.039 -2.045
C -2.976 -1.192 -1.684
C -2.305 -0.293 -0.798
C -2.981 0.820 -0.337
C -0.947 -0.783 -0.641
C 0.070 -0.096 0.241
N -0.344 -0.196 1.869
C 0.525 0.635 2.881
C -0.160 0.863 4.197
C 0.741 1.573 5.190
O -1.355 1.685 4.151
C 1.441 -0.733 -0.008
C 1.846 -2.051 0.191
N 3.163 -2.230 -0.165
C 3.874 -3.511 -0.205
C 3.691 -1.023 -0.593
C 4.961 -0.733 -1.125
C 5.194 0.584 -1.515
C 4.159 1.567 -1.496
O 4.520 2.768 -2.043
C 3.479 3.744 -2.203
C 2.874 1.232 -0.976
C 2.638 -0.045 -0.490
C -0.878 -1.994 -1.345
N -2.082 -2.220 -1.995
C -2.370 -3.375 -2.838
H -6.563 3.277 -0.015
H -6.495 2.432 -1.594
H -6.984 1.538 -0.118
H -6.027 0.215 -1.852
H -4.791 -1.802 -2.649
H -2.501 1.557 0.319
H 0.057 1.007 0.246
H 0.052 -1.194 2.101
H -1.386 0.029 2.100
H 0.930 1.578 2.476
H 1.367 -0.047 3.000
H -0.403 -0.125 4.624
H 1.711 1.053 5.299
H 0.962 2.611 4.865
H 0.288 1.630 6.193
H -1.862 1.458 3.359
H 1.258 -2.913 0.502
H 4.924 -3.303 -0.463
H 3.802 -3.984 0.789
H 3.422 -4.185 -0.960
H 5.709 -1.540 -1.196
H 6.186 0.863 -1.869
H 4.001 4.585 -2.651
H 2.688 3.389 -2.877
H 3.045 4.039 -1.238
H 2.073 1.989 -0.992
H 0.011 -2.641 -1.490
H -3.450 -3.370 -3.031
H -1.801 -3.322 -3.787
H -2.070 -4.288 -2.291

Atomic partial charges in e from the Mulliken method, atoms 1 to 4: -0.908, -0.459, 0.236, -0.771

This record from the Open Molecules 2025 dataset describes a gas-phase ion, C5H13N2 (charge +2). The level of theory is ωB97M-V/def2-TZVPD.

As for the highest occupied orbital energy (alpha / beta): -19.95 / -19.95 eV. The spin multiplicity is 2. Its total charge is +2. The molecular weight is 101.2 g/mol.

Cartesian coordinates (Å):
C -0.783 0.720 -1.538
N -0.145 -0.224 -2.451
C -0.663 0.316 -0.049
N 0.611 1.022 0.489
C 0.859 0.371 1.810
C 0.478 -1.086 1.625
C -0.398 -1.145 0.356
H -0.380 1.706 -1.718
H -1.822 0.692 -1.923
H -0.631 -1.110 -2.656
H 0.252 0.170 -3.311
H -1.514 0.722 0.487
H 1.343 0.931 -0.219
H 0.412 2.017 0.658
H 1.856 0.565 2.202
H 0.203 0.879 2.525
H -0.050 -1.507 2.477
H 1.316 -1.759 1.462
H -1.352 -1.615 0.578
H 0.001 -1.709 -0.484

Atomic partial charges in e from the Mulliken method, atoms 1 to 4: -0.711, -0.124, 0.019, -0.237

This record from the Open Molecules 2025 dataset describes a single C20H22N2O4S molecule. The level of theory is ωB97M-V/def2-TZVPD.

As for the highest occupied orbital energy: -7.87 eV. The spin multiplicity is 1. The molecular weight is 386.5 g/mol. The SMILES is O=C(O)CCC(=O)Nc1sc2c(c1C(=O)Nc1ccccc1)CCCCC2.

Cartesian coordinates (Å):
O -1.107 -4.380 -1.045
C -1.575 -4.377 0.063
O -0.847 -4.506 1.168
C -3.052 -4.235 0.374
C -3.769 -3.367 -0.663
C -3.570 -1.879 -0.462
O -4.465 -1.062 -0.562
N -2.302 -1.494 -0.170
C -1.970 -0.180 0.038
S -3.146 1.066 -0.077
C -1.933 2.247 0.329
C -0.701 1.702 0.519
C -0.698 0.285 0.313
C 0.428 -0.659 0.313
O 0.279 -1.852 0.561
N 1.620 -0.110 -0.055
C 2.882 -0.703 -0.125
C 3.904 0.024 -0.733
C 5.179 -0.500 -0.816
C 5.453 -1.753 -0.292
C 4.441 -2.474 0.318
C 3.160 -1.958 0.407
C 0.446 2.555 0.974
C 0.884 3.552 -0.107
C -0.013 4.788 -0.170
C -1.453 4.520 -0.608
C -2.272 3.697 0.395
H 0.101 -4.484 0.957
H -3.167 -3.842 1.384
H -3.478 -5.241 0.353
H -3.388 -3.624 -1.656
H -4.843 -3.555 -0.647
H -1.519 -2.136 -0.063
H 1.582 0.834 -0.411
H 3.693 1.003 -1.141
H 5.962 0.072 -1.291
H 6.449 -2.162 -0.358
H 4.648 -3.449 0.734
H 2.376 -2.519 0.885
H 1.286 1.935 1.290
H 0.126 3.121 1.853
H 0.889 3.063 -1.085
H 1.903 3.884 0.107
H 0.431 5.498 -0.873
H -0.024 5.267 0.812
H -1.454 4.009 -1.573
H -1.947 5.485 -0.745
H -3.334 3.815 0.177
H -2.093 4.081 1.405

Atomic partial charges in e from the Mulliken method, atoms 1 to 4: -0.566, 0.351, -0.460, -0.451

no.,maximum force (eV/A)
1,4.28
2,3.74
3,1.29
4,2.32
5,3.01
6,1.79
7,0.89